{"formula": "C32H62AsBI4N4O7PSSi2Tl", "method": "the ωB97M-V functional and the def2-TZVPD basis", "total_charge": -2, "homo_ev": [-1.893, -2.743], "homo_lumo_gap_ev": [4.9, 6.3], "lumo_energy_ev": [3.019, 3.552], "de_lowest_kcal_mol": 0.0, "symbols": ["Tl", "I", "I", "I", "I", "O", "S", "C", "C", "C", "C", "H", "H", "H", "H", "H", "H", "H", "H", "O", "N", "O", "O", "O", "P", "N", "C", "C", "C", "C", "N", "C", "C", "C", "C", "N", "C", "C", "C", "C", "H", "H", "H", "H", "H", "H", "H", "H", "H", "H", "H", "H", "H", "H", "H", "H", "H", "H", "H", "H", "H", "H", "H", "H", "C", "C", "C", "C", "C", "C", "C", "C", "O", "B", "O", "C", "C", "H", "H", "H", "H", "H", "H", "H", "H", "H", "H", "H", "H", "C", "Si", "C", "C", "As", "Si", "C", "C", "C", "H", "H", "H", "H", "H", "H", "H", "H", "H", "H", "H", "H", "H", "H", "H", "H", "H", "H"], "xyz": [[-1.2470, -1.3163, 1.8032], [-3.2196, -1.4057, -0.7548], [-3.0953, -0.8372, -4.2487], [0.1808, 0.6671, 4.4085], [1.7234, 2.4885, 6.1473], [1.6953, 0.1301, 0.0431], [2.9046, -0.7339, 0.3729], [4.2796, -0.4309, -0.8040], [5.2953, 0.4578, -0.1321], [4.6657, 1.0626, 1.1136], [3.7838, 0.0411, 1.7878], [3.7978, 0.0538, -1.6657], [4.6706, -1.4279, -1.0946], [5.6695, 1.2376, -0.7879], [6.1711, -0.1275, 0.1661], [4.0747, 1.9258, 0.8077], [5.4267, 1.4181, 1.7874], [3.0459, 0.4062, 2.4862], [4.3514, -0.7378, 2.2955], [-4.7621, -2.5164, 3.9909], [-3.8010, -2.0880, 3.3438], [-3.4897, -0.8504, 3.2388], [-3.0550, -2.9518, 2.6524], [-1.7613, 1.5734, 0.7237], [-1.9685, 3.0601, 0.8653], [-3.0713, 3.4144, 2.0943], [-4.0263, 4.5182, 2.0713], [-5.0136, 4.3052, 3.2185], [-4.6475, 2.9493, 3.8608], [-3.4496, 2.3663, 3.0789], [-2.4924, 3.6709, -0.6134], [-2.2918, 5.0140, -1.1859], [-3.0966, 5.0195, -2.5128], [-3.9535, 3.7636, -2.5410], [-3.3911, 2.8111, -1.4556], [-0.6026, 3.9612, 1.2814], [0.6669, 3.7798, 0.5556], [1.7058, 4.6241, 1.3116], [1.0211, 5.1516, 2.5744], [-0.4490, 4.6985, 2.5505], [-4.5547, 4.5804, 1.0845], [-3.4693, 5.4449, 2.1647], [-6.0380, 4.3345, 2.8309], [-5.0032, 5.1578, 3.9319], [-5.4802, 2.2326, 3.9088], [-4.3758, 3.0724, 4.9141], [-3.7107, 1.4320, 2.5647], [-2.6016, 2.1618, 3.7575], [-1.2341, 5.2528, -1.4061], [-2.6460, 5.7982, -0.4877], [-2.3639, 5.0234, -3.3515], [-3.7059, 5.9143, -2.5813], [-3.9705, 3.2865, -3.5171], [-5.0297, 4.0016, -2.3254], [-2.8526, 1.9458, -1.8960], [-4.1654, 2.3449, -0.8689], [0.6003, 4.0653, -0.4964], [0.9905, 2.7087, 0.5391], [2.0880, 5.4572, 0.6979], [2.6190, 4.0597, 1.5737], [1.0631, 6.2494, 2.7181], [1.5336, 4.7809, 3.4735], [-1.1524, 5.5602, 2.6058], [-0.5864, 4.0615, 3.4295], [4.3511, -0.3030, -5.6891], [3.0166, -1.0289, -5.9496], [3.2556, -2.5699, -6.0022], [2.4310, -0.6012, -7.3164], [2.0096, -0.7195, -4.8672], [1.8001, 0.6474, -4.6089], [0.8141, 1.1214, -3.7498], [0.1029, 0.1639, -3.0267], [-1.0351, 0.3241, -2.3342], [-1.7370, -0.9731, -2.3831], [-0.6725, -1.9626, -2.7117], [0.3530, -1.2175, -3.2369], [1.2860, -1.6777, -4.1460], [5.0617, -0.5515, -6.5049], [4.7524, -0.6323, -4.7502], [4.1486, 0.7740, -5.6356], [3.9725, -2.7917, -6.8272], [2.2752, -3.0567, -6.1881], [3.6914, -2.9447, -5.0781], [3.0626, -0.9914, -8.1470], [2.2970, 0.4778, -7.3391], [1.4301, -1.0257, -7.4527], [2.4364, 1.3762, -5.1888], [0.6496, 2.1957, -3.6398], [1.4995, -2.7486, -4.2922], [0.0565, -7.0118, 0.0768], [-0.9439, -5.5407, 0.7195], [-2.0285, -4.9539, -0.6816], [-2.0632, -6.0641, 2.1313], [0.6388, -3.7732, 1.2319], [1.1651, -4.2266, 3.4806], [2.5051, -3.0443, 4.0340], [1.9016, -5.9713, 3.5123], [-0.3521, -4.0396, 4.6194], [-0.5209, -7.4304, -0.7398], [0.1677, -7.8217, 0.7933], [1.0762, -6.7865, -0.2625], [-2.5222, -5.8505, -1.0607], [-1.5060, -4.4694, -1.4886], [-2.8246, -4.3351, -0.2755], [-2.6834, -6.8240, 1.6572], [-2.6983, -5.2433, 2.4936], [-1.5656, -6.5292, 2.9958], [3.4650, -3.3083, 3.5492], [2.6811, -3.1586, 5.1164], [2.2635, -2.0110, 3.8500], [2.7100, -6.0709, 2.7848], [1.1931, -6.7842, 3.2833], [2.2835, -6.1535, 4.4986], [-1.2165, -4.6090, 4.3317], [-0.5742, -2.9778, 4.6976], [-0.0595, -4.3683, 5.6178]], "forces_ev_per_angstrom": [[0.38, 0.42, 0.12], [0.39, 0.16, -0.03], [-0.38, 0.03, -0.69], [-0.51, -0.70, -0.78], [0.59, 0.70, 0.61], [1.63, -0.49, 0.13], [-1.84, -0.31, 0.34], [-0.58, -0.19, -0.39], [0.80, -0.15, 0.48], [-0.02, 0.72, 0.07], [0.13, -0.37, -1.05], [0.05, -0.29, 0.16], [-0.27, 0.63, 0.08], [-0.01, 0.13, -0.18], [-0.03, -0.07, -0.02], [-0.21, 0.05, 0.12], [0.37, 0.29, 0.32], [-0.36, 0.28, 0.04], [0.14, -0.18, -0.10], [1.16, 0.93, -0.53], [0.81, -0.82, -1.42], [-0.72, -1.94, 0.49], [-1.42, 1.67, 1.50], [-0.30, 1.67, 0.43], [0.52, -1.30, 0.06], [-0.07, -0.36, -0.25], [0.22, 0.02, -1.17], [-0.41, 0.36, 0.26], [0.01, -0.19, 0.47], [0.20, -0.05, -0.10], [-0.19, -0.13, -0.01], [-0.19, -0.07, 0.33], [0.98, 0.06, -0.17], [-1.09, -0.36, 0.68], [0.92, 0.05, -0.52], [-0.70, 0.05, -0.45], [0.47, -1.11, 0.27], [0.64, 0.53, -0.22], [0.13, 0.69, 0.85], [0.10, -0.11, 0.00], [0.28, -0.14, 0.60], [-0.02, 0.47, 0.13], [0.12, -0.31, -0.03], [0.34, -0.61, -0.24], [0.15, 0.27, -0.39], [0.13, 0.19, -0.16], [0.12, 0.26, 0.21], [-0.35, -0.03, -0.36], [-0.29, -0.32, 0.27], [0.05, -0.27, -0.26], [-0.58, 0.01, 0.43], [0.00, 0.20, -0.14], [0.17, -0.09, -0.06], [0.90, -0.08, 0.00], [0.06, 0.70, 0.19], [-0.42, 0.08, 0.43], [-0.23, 0.20, -0.01], [-0.44, 0.61, 0.14], [-0.34, -0.19, 0.04], [-0.57, -0.05, -0.10], [0.09, -0.38, -0.55], [-0.31, -0.22, -0.23], [0.39, -0.53, -0.04], [-0.40, -0.07, -0.18], [-0.54, -0.15, -0.99], [0.17, -1.30, -0.26], [0.00, 0.63, -0.85], [0.12, -0.61, -0.01], [0.19, 1.23, 0.68], [0.58, 0.27, -0.89], [0.12, -0.18, 0.79], [0.08, -0.75, -1.05], [-0.68, -0.33, 0.60], [1.60, 0.29, -0.41], [-0.31, 0.63, 0.72], [-1.20, 0.43, -0.31], [0.66, -0.24, 0.00], [-0.24, 0.34, 0.41], [0.34, -0.11, 0.55], [0.52, -0.29, -0.15], [-0.56, -0.01, 0.43], [0.77, 0.02, -0.01], [-0.09, -0.03, 0.12], [-0.24, 0.57, 0.40], [0.23, 0.11, -0.27], [0.13, -0.05, 0.11], [-1.05, -0.68, 0.77], [-0.15, -0.40, 0.06], [-0.58, 0.64, 0.16], [0.29, -0.16, 0.19], [0.72, 0.93, 0.51], [-0.29, -0.69, 0.66], [0.13, -0.09, 0.10], [-0.23, -0.28, -0.35], [-0.88, -0.13, -0.26], [0.71, -0.76, 0.37], [-0.52, -0.18, -0.48], [1.26, -0.06, 0.08], [0.01, -0.11, -0.43], [-0.06, -0.03, 0.37], [-0.36, 0.18, -0.10], [-0.05, -0.15, -0.23], [0.14, 0.36, -0.26], [0.09, 0.30, -0.13], [-0.38, -0.22, 0.14], [0.17, -0.16, -0.22], [0.01, 0.14, -0.33], [-0.41, 0.22, 0.02], [-0.13, 0.08, -0.20], [-0.13, 0.45, -0.13], [0.09, 0.14, 0.08], [0.00, 0.40, 0.07], [0.41, -0.22, 0.65], [-0.39, -0.03, -0.32], [-0.26, 0.12, -0.08], [0.05, -0.03, 0.21]], "lowdin_charge": [0.427, 0.828, 0.537, -0.149, -0.393, -0.548, 0.858, -0.318, -0.255, -0.257, -0.301, 0.091, 0.088, 0.104, 0.105, 0.106, 0.103, 0.063, 0.086, 0.005, -0.525, -0.159, -0.262, -0.368, 0.601, -0.193, -0.221, -0.170, -0.151, -0.176, -0.182, -0.201, -0.181, -0.170, -0.163, -0.180, -0.183, -0.167, -0.177, -0.190, 0.110, 0.084, 0.093, 0.103, 0.106, 0.100, 0.089, 0.068, 0.094, 0.099, 0.109, 0.090, 0.097, 0.110, 0.092, 0.099, 0.094, 0.109, 0.097, 0.097, 0.101, 0.072, 0.101, 0.089, -0.054, -0.566, -0.074, -0.054, -0.212, -0.068, 0.015, -0.252, -0.045, -1.541, -0.039, -0.216, 0.054, 0.085, 0.071, 0.063, 0.081, 0.086, 0.077, 0.082, 0.071, 0.089, 0.106, 0.115, 0.117, -0.240, 0.231, -0.242, -0.224, 0.703, 0.179, -0.237, -0.243, -0.204, 0.009, 0.010, 0.017, 0.025, 0.021, -0.026, 0.019, 0.014, 0.021, 0.030, 0.035, -0.019, 0.019, 0.016, 0.005, -0.003, 0.011, 0.022]}